ORCA calculation (wB97M-V/def2-TZVPD) on a molecular structure, C27H31B2F4N10O5S6Y.

```
86
Properties=species:S:1:pos:R:3:mulliken_charge:R:1
Y 0.33700 0.66886 0.40843 -0.096
C 2.89776 -3.46158 2.34718 -2.387
C 2.23762 -2.26246 1.64796 2.656
N 2.85610 0.15906 1.24783 0.243
O 3.73216 0.95982 0.49921 -0.667
B 3.25440 1.19215 -0.87969 0.963
F 4.21729 0.98261 -1.81100 -0.324
F 2.09740 0.29397 -1.10548 -0.137
O 2.71823 2.56271 -0.99544 -0.812
N 1.78414 2.61964 -0.00987 0.916
C 1.68043 3.69584 0.65446 0.265
C 2.44004 4.94638 0.37648 -1.713
C 0.78156 3.58913 1.83432 0.484
N 0.50501 2.39193 2.20071 0.856
O -0.19592 2.28559 3.36299 -0.418
B 0.14125 1.00654 4.04930 0.404
F -0.60945 1.00338 5.21169 -0.393
F 1.52428 0.91884 4.25569 -0.409
O -0.30801 -0.16456 3.25065 0.087
N 0.57488 -0.66141 2.32339 1.287
C 1.19186 -1.72799 2.63855 -0.501
C 0.95153 -2.39466 3.95816 -2.003
C 0.33616 4.82053 2.54512 -1.967
H 3.70323 -3.89300 1.77809 0.479
H 2.15855 -4.24314 2.51486 0.447
H 3.30709 -3.14506 3.30510 0.494
H 3.21327 4.74951 -0.35892 0.451
H 2.88975 5.33789 1.28902 0.366
H 1.76331 5.70889 -0.01748 0.325
H 0.11479 -1.92454 4.45894 0.292
H 1.83111 -2.30155 4.59600 0.389
H 0.75477 -3.45668 3.82257 0.498
H -0.18655 5.46579 1.83581 0.320
H 1.19346 5.37755 2.92636 0.407
H -0.31769 4.56977 3.37276 0.365
S -1.37217 -0.19377 -1.68726 -0.446
C -0.79768 -1.81302 -2.07842 0.301
N -1.12941 -2.44524 -3.16210 -0.531
N -1.87091 -1.85723 -4.04948 0.505
C -2.20020 -2.47078 -5.27013 0.663
C -2.94186 -1.72975 -6.18274 -0.418
C -3.28137 -2.29054 -7.40290 -0.570
C -2.88377 -3.58298 -7.71406 -0.529
C -2.14339 -4.31184 -6.79353 -0.539
C -1.79592 -3.76624 -5.56820 -0.350
N 0.09446 -2.49838 -1.27204 -1.337
N 0.61834 -1.91269 -0.30427 1.276
C 1.73895 -2.62283 0.25173 0.002
C 2.47557 -3.40236 -0.58898 -0.647
C 3.87407 -3.65689 -0.53658 -0.871
C 4.76985 -2.78902 0.01176 -0.898
C 4.43543 -1.55221 0.62992 -0.680
C 3.25975 -1.21225 1.21183 -0.102
H -2.17583 -0.89852 -3.90017 0.096
H -3.24361 -0.71661 -5.93947 0.383
H -3.85596 -1.71035 -8.11280 0.373
H -3.14717 -4.01919 -8.66827 0.378
H -1.82756 -5.31967 -7.03031 0.365
H -1.21639 -4.32785 -4.84937 0.411
H 1.98249 -3.71606 -1.50015 0.486
H 4.25610 -4.46279 -1.15140 0.437
H 5.82026 -2.95784 -0.19562 0.444
H 5.13878 -0.74372 0.47862 0.543
H 2.84474 0.53337 2.19745 0.395
O -4.25232 4.06947 -4.93224 -0.571
C -3.41277 3.60232 -4.21724 0.572
S -3.19865 4.06133 -2.51121 -0.119
C -1.85171 3.00615 -2.14405 0.247
C -1.39448 2.26430 -3.18931 -0.159
S -0.19334 1.03858 -2.99723 -0.110
S -2.23820 2.37565 -4.72783 -0.121
S -1.32646 2.98236 -0.50676 -0.301
C -3.20230 3.01493 3.56407 -1.187
N -2.99599 2.13511 2.43436 0.138
C -2.91934 0.80870 2.52143 0.630
S -2.58234 -0.11568 1.11954 -0.524
N -3.15709 0.24443 3.70401 -0.149
C -3.14839 -1.19073 3.93511 -0.760
H -3.25508 4.03680 3.19679 0.368
H -2.37694 2.94224 4.27778 0.306
H -4.14536 2.78874 4.06788 0.366
H -2.76396 2.52538 1.52645 0.023
H -3.11905 0.83350 4.52005 0.271
H -2.14864 -1.59737 3.80167 0.106
H -3.82996 -1.68238 3.24494 0.325
H -3.48404 -1.36633 4.95491 0.340
```

Calculated values
**Molecular weight**: 954.53 g mol⁻¹
**Gap between HOMO and LUMO**: 6.5 eV
**Lowest unoccupied orbital energy**: -1.24 eV